{
  "formula": "C2H4OS2",
  "method": "ωB97M-V/def2-TZVPD",
  "de_lowest_kcal_mol": 72.6,
  "e_lumo_ha": -0.0178,
  "homo_lumo_gap_ha": 0.30861,
  "species": ["C", "C", "H", "H", "H", "H", "O", "S", "S"],
  "coordinates": [[1.040, -0.946, -0.056], [-0.135, -0.216, -0.057], [2.177, 0.508, 0.739], [0.714, -1.707, -0.886], [0.953, -1.699, 0.852], [-1.413, 1.739, 0.150], [2.408, -0.532, -0.023], [-0.034, 1.565, -0.031], [-1.662, -0.790, 0.032]],
  "forces_ev_per_angstrom": [[2.2, -6.7, 0.7], [-3.7, 4.3, 0.7], [1.6, -4.4, -3.3], [1.7, 1.0, 0.8], [-0.2, 1.3, -1.4], [1.5, -0.2, -0.1], [-2.9, 5.6, 2.8], [-0.4, 0.0, 0.0], [0.1, -0.9, -0.1]]
}



{
  "formula": "C19H55AgN8O7",
  "method": "ωB97M-V/def2-TZVPD",
  "de_lowest_kcal_mol": 93.4,
  "e_lumo_ha": -0.0910,
  "homo_lumo_gap_ha": 0.24956,
  "species": ["Ag", "C", "O", "H", "H", "H", "C", "C", "C", "O", "C", "N", "H", "H", "H", "H", "H", "H", "H", "H", "H", "H", "H", "C", "C", "C", "O", "C", "N", "H", "H", "H", "H", "H", "H", "H", "H", "H", "H", "H", "C", "C", "C", "O", "C", "N", "H", "H", "H", "H", "H", "H", "H", "H", "H", "H", "H", "C", "C", "C", "O", "C", "N", "H", "H", "H", "H", "H", "H", "H", "H", "H", "H", "H", "C", "O", "N", "N", "H", "H", "H", "H", "C", "O", "N", "N", "H", "H", "H", "H"],
  "coordinates": [[3.138, -0.086, -2.279], [0.817, 0.188, -0.144], [2.049, -0.442, -0.153], [0.952, 1.089, -0.742], [0.047, -0.244, -0.784], [0.540, 0.620, 0.818], [0.977, -1.121, 4.968], [1.511, -0.790, 3.576], [2.945, -0.184, 3.481], [4.056, -1.030, 3.898], [5.197, -0.253, 4.304], [1.585, -2.024, 2.865], [1.638, -1.615, 5.680], [0.006, -1.581, 4.784], [0.907, -0.158, 5.474], [0.793, -0.147, 3.067], [2.902, 0.681, 4.143], [3.026, 0.342, 2.530], [4.885, 0.605, 4.899], [5.510, 0.179, 3.354], [5.997, -0.826, 4.775], [2.469, -2.396, 3.183], [1.896, -1.786, 1.934], [-5.152, 1.697, 0.661], [-4.834, 1.636, -0.892], [-3.370, 2.121, -1.150], [-3.214, 2.189, -2.581], [-1.884, 2.143, -2.988], [-5.051, 0.186, -1.164], [-6.138, 1.320, 0.934], [-4.970, 2.683, 1.088], [-4.450, 1.216, 1.342], [-5.480, 2.277, -1.492], [-2.579, 1.498, -0.734], [-3.237, 3.145, -0.802], [-1.276, 2.892, -2.480], [-1.873, 2.379, -4.052], [-1.418, 1.178, -2.791], [-4.213, -0.263, -0.822], [-5.066, 0.146, -2.173], [0.014, 3.142, 3.033], [-1.357, 3.241, 2.383], [-2.421, 3.750, 3.369], [-2.476, 3.145, 4.700], [-2.652, 1.756, 4.532], [-1.059, 3.975, 1.149], [0.315, 4.163, 3.268], [0.825, 2.684, 2.467], [-0.081, 2.668, 4.009], [-1.707, 2.326, 1.905], [-3.444, 3.723, 2.994], [-2.239, 4.812, 3.529], [-1.906, 1.190, 3.975], [-3.589, 1.591, 3.999], [-2.662, 1.342, 5.540], [-0.350, 3.615, 0.526], [-0.660, 4.893, 1.284], [-0.918, -1.772, -3.981], [-0.876, -3.307, -3.931], [-1.788, -3.999, -4.877], [-1.426, -3.717, -6.222], [-2.114, -4.463, -7.214], [0.485, -3.724, -4.380], [-1.950, -1.451, -3.837], [-0.441, -1.486, -4.918], [-0.486, -1.320, -3.088], [-0.928, -3.700, -2.915], [-2.854, -3.874, -4.688], [-1.617, -5.074, -4.811], [-1.887, -5.526, -7.136], [-1.732, -4.168, -8.192], [-3.193, -4.312, -7.246], [0.444, -3.353, -5.318], [1.144, -3.026, -4.069], [2.848, -3.790, -1.588], [3.160, -4.773, -2.265], [3.661, -3.140, -0.822], [1.654, -3.250, -1.572], [3.374, -2.303, -0.336], [4.622, -3.450, -0.814], [0.925, -3.799, -2.005], [1.464, -2.402, -1.058], [4.690, 2.363, 0.056], [5.559, 3.235, 0.106], [4.843, 1.148, 0.597], [3.513, 2.416, -0.482], [5.618, 1.033, 1.234], [3.986, 0.667, 0.828], [3.055, 3.277, -0.744], [2.978, 1.560, -0.512]],
  "forces_ev_per_angstrom": [[-0.4, -0.5, 1.2], [0.8, 1.8, -1.5], [1.4, -0.7, -0.9], [-0.3, 1.1, -0.2], [-0.6, -0.9, 0.8], [-0.6, -0.8, 0.4], [0.4, 1.8, 0.0], [1.7, -0.9, 0.5], [-0.6, 1.7, 1.9], [-1.3, 0.2, 0.1], [-1.1, 0.6, -1.5], [0.3, -1.3, -1.3], [0.1, -0.9, -0.7], [0.1, -0.1, 0.6], [-0.8, 0.3, 0.1], [0.1, 0.4, 0.1], [0.4, 0.2, 0.6], [0.6, -0.8, -0.6], [0.0, -0.2, 0.5], [0.9, 0.2, 0.1], [-0.5, -0.3, -0.1], [0.0, -1.0, 0.5], [-0.5, 0.1, -0.9], [0.6, 1.4, -0.2], [1.1, -1.2, 3.0], [-1.2, 0.5, -1.2], [-0.4, -0.5, 0.5], [0.2, 0.4, -0.3], [-0.1, 1.6, -0.9], [0.0, 0.2, -0.4], [-0.7, 0.7, -0.4], [0.4, -1.1, -0.7], [-0.2, -0.2, 0.2], [-0.1, -0.4, 0.3], [0.0, 0.0, 0.5], [0.1, 0.3, 0.2], [0.1, -0.2, 0.0], [0.0, -0.3, -0.1], [0.1, -0.4, -0.1], [0.2, -0.7, -0.3], [-0.4, -0.3, 1.9], [1.9, -1.2, -1.3], [-0.3, 1.3, 0.6], [1.3, 0.1, -2.2], [-0.6, -0.3, 0.7], [-1.5, 2.3, -1.0], [0.1, 0.2, -0.1], [-0.4, -0.2, -0.3], [0.4, -0.3, 0.1], [0.1, -0.7, 0.8], [0.0, -0.4, -0.6], [0.2, 0.1, 0.3], [0.5, 0.5, -0.1], [-0.4, -0.3, 0.2], [-0.3, -0.1, -0.1], [-0.2, -1.3, 0.4], [-0.4, 0.5, 0.7], [-1.2, -0.7, 0.9], [2.3, 0.7, 0.2], [-0.7, -1.8, -0.9], [-0.5, 1.0, -0.4], [0.5, 0.0, -0.1], [-0.1, 0.7, -0.6], [-0.3, 0.3, -0.8], [-0.4, 0.6, 0.2], [0.8, -0.1, -0.1], [-0.9, 0.1, 0.0], [-0.2, 0.6, 0.0], [0.0, -0.3, 0.6], [-0.1, -0.2, 0.3], [0.1, 0.3, 0.1], [-0.1, 0.1, 0.4], [0.1, -0.9, -1.1], [0.4, -0.1, 1.1], [0.0, -2.9, -2.3], [-0.1, 0.4, 0.5], [4.0, 2.0, 2.2], [-3.6, 0.7, -0.8], [0.1, -0.1, 0.2], [-0.2, 0.2, 0.2], [0.1, 0.3, 0.1], [-0.2, -0.1, 0.2], [3.8, 1.3, 1.6], [-1.0, -0.3, -0.3], [1.0, -2.2, 1.2], [-4.2, 1.2, -2.8], [-0.1, 0.0, -0.2], [0.2, -0.4, 0.1], [0.4, -0.1, 0.0], [-0.4, 0.2, 0.4]]
}



{
  "formula": "C4H7NO",
  "method": "ωB97M-V/def2-TZVPD",
  "de_lowest_kcal_mol": 39.5,
  "e_lumo_ha": 0.0329,
  "homo_lumo_gap_ha": 0.36167,
  "species": ["C", "C", "C", "N", "C", "O", "H", "H", "H", "H", "H", "H", "H"],
  "coordinates": [[-1.394, 0.930, -0.393], [-0.213, 0.115, 0.065], [0.209, -1.022, -0.785], [1.384, -1.218, -1.244], [0.447, 0.348, 1.209], [1.461, -0.395, 1.713], [-1.405, 1.915, 0.084], [-1.355, 1.087, -1.477], [-2.347, 0.435, -0.169], [1.587, -1.170, 1.141], [-0.548, -1.775, -1.036], [1.978, -0.422, -0.982], [0.197, 1.170, 1.875]],
  "forces_ev_per_angstrom": [[-0.1, 0.1, 0.0], [0.2, 0.0, 0.2], [0.2, -0.2, -0.1], [-0.3, 0.2, 0.2], [-0.3, 0.2, -0.2], [0.0, -0.2, -0.1], [0.0, -0.2, 0.0], [0.0, 0.0, 0.2], [0.1, 0.0, 0.0], [0.1, 0.1, 0.1], [0.0, 0.1, 0.0], [0.0, -0.1, 0.0], [0.0, -0.1, -0.1]]
}



{
  "formula": "C5H15NO2",
  "method": "ωB97M-V/def2-TZVPD",
  "de_lowest_kcal_mol": 79.6,
  "e_lumo_ha": 0.0176,
  "homo_lumo_gap_ha": 0.31887,
  "species": ["C", "C", "C", "N", "C", "C", "H", "H", "H", "H", "H", "H", "H", "H", "H", "H", "H", "H", "H", "O", "H", "H", "O"],
  "coordinates": [[-0.386, 0.603, 4.126], [0.564, -0.451, 3.567], [1.555, -0.069, 2.694], [2.434, -1.042, 1.973], [2.579, -0.644, 0.547], [3.483, 0.489, 0.535], [0.012, 1.130, 5.027], [-0.922, 1.271, 3.407], [-1.443, -0.004, 4.417], [0.362, -1.422, 3.826], [1.882, 0.966, 2.481], [2.011, -2.095, 2.052], [1.561, -0.403, 0.119], [3.054, -1.572, 0.048], [4.398, 0.227, 1.104], [3.246, 1.430, 1.030], [3.750, 0.944, -0.421], [-2.291, -0.239, -5.316], [-3.661, -0.896, -5.279], [-3.135, -0.302, -5.824], [-4.521, 1.605, -5.201], [-4.650, 0.404, -4.366], [-5.190, 1.100, -4.870]],
  "forces_ev_per_angstrom": [[-3.4, -1.7, 0.9], [1.6, 4.5, -2.3], [0.1, -2.7, 0.4], [-2.7, -1.8, 1.3], [-1.4, -2.3, 0.3], [2.9, 2.4, 0.0], [-0.6, -0.3, -0.8], [1.4, -0.1, 0.3], [2.9, 1.4, 0.0], [-0.2, -2.3, 0.3], [-0.8, -0.7, 0.2], [1.2, 3.6, -0.2], [1.0, -0.4, 0.0], [-0.9, 1.6, 0.4], [-0.2, -0.1, -0.7], [-1.1, -0.3, 0.5], [0.1, -0.8, -0.4], [-0.7, -0.1, -0.7], [-0.1, -0.2, -0.3], [1.4, -0.1, 0.8], [2.8, 2.3, -1.7], [-1.6, 1.7, -1.0], [-1.8, -3.6, 3.0]]
}